(1)
The following is a quantum chemistry calculation of a cluster of 3 separate species, C2H2N2O3 in total at a distorted geometry, from the OMol25 dataset.

Summary:
- E: -11225.409 eV

Structure (ORCA input):
```
! wB97M-V def2-TZVPD RIJCOSX def2/J DEFGRID3
* xyz 0 1
C 2.36853 -1.77469 -0.26781
C 1.93273 2.20239 4.06847
N 1.74681 -2.70307 0.00722
N -0.57362 -1.23446 -2.28615
O -0.59680 -2.43771 -2.33722
O 1.84120 3.21429 4.53505
O 2.05832 1.16368 3.62577
H 0.33322 -0.80910 -1.78327
H 1.37363 -3.61500 0.17310
*
```


(2)
The following is a quantum chemistry calculation of an isolated molecule of C2H2N2O3S at a distorted geometry, from the OMol25 dataset.

Summary:
- E: -22061.254 eV

Structure (ORCA input):
```
! wB97M-V def2-TZVPD RIJCOSX def2/J DEFGRID3
* xyz 0 1
C 1.55103 1.28084 0.20243
C 2.66517 0.32019 -0.23969
N 0.36049 0.65629 -0.09036
N 0.37916 -0.66694 -0.50971
O 1.72481 2.43230 0.53366
O 3.78840 0.59166 -0.39281
O 2.08445 -1.59206 1.12651
S 1.97861 -1.39167 -0.34392
H -0.40689 0.91436 0.49247
H -0.34433 -1.17634 0.10374
*
```


(3)
The following is a quantum chemistry calculation of an isolated molecule of C2H2N2O4 at a distorted geometry, from the OMol25 dataset.

Summary:
- E: -13271.720 eV
- SMILES: [H]/N=c1\oc(=O)on1O

Structure (ORCA input):
```
! wB97M-V def2-TZVPD RIJCOSX def2/J DEFGRID3
* xyz 0 1
C -1.63017 -0.07488 -0.03314
C 0.48557 -0.68986 -0.12239
H 1.20913 2.34946 0.27414
H 1.57019 -2.05814 0.26939
N 0.34073 0.66557 -0.35305
N 1.60606 -1.18217 -0.44308
O 0.85463 1.38546 0.57539
O -1.00363 0.99766 -0.63371
O -2.77201 -0.26911 0.03532
O -0.66049 -1.12400 0.43113
*
```


(4)
The following is a quantum chemistry calculation of a cluster of 2 separate species, C2H2N2O4 in total at a distorted geometry, from the OMol25 dataset.

Summary:
- E: -13268.308 eV

Structure (ORCA input):
```
! wB97M-V def2-TZVPD RIJCOSX def2/J DEFGRID3
* xyz 0 1
C 1.29349 -0.78974 -0.64346
C -0.24526 0.39218 0.45629
N 0.02225 1.48266 -0.30933
N -1.55309 -0.24515 0.25898
O -1.84329 -1.11835 1.07285
O 0.94609 -1.81928 -0.89755
O 1.16416 1.87721 -0.14811
O -2.20393 0.09917 -0.71369
H 2.04747 0.14060 -0.47491
H 0.37210 -0.01930 1.39894
*
```